Density functional theory data (ωB97M-V with the def2-TZVPD basis set) for a molecular structure, C26H46OOsP3S4.

Output
charge: +1
E_HOMO (spin up / spin down): -9.7 / -10.6 eV
relative energy (zero: lowest compared OMol25 entry of this formula, charge and spin): 1.0 kJ/mol
multiplicity: 5
frontier orbital gap (spin up / spin down): 7.54 / 6.44 eV

```
81
Properties=species:S:1:pos:R:3:lowdin_charge:R:1
Os -17.1714 7.7728 -0.2348 0.63
C -20.1969 6.1239 -1.5586 -0.22
P -18.9820 7.5046 -1.8984 0.77
C -20.1176 8.8261 -2.5100 -0.24
C -18.0332 7.0274 -3.4296 -0.36
C -18.4817 7.2768 -4.7226 -0.08
C -17.6431 6.9996 -5.7847 -0.05
C -16.3884 6.3860 -5.6371 -0.05
C -15.9735 6.0844 -4.3580 -0.09
C -16.7694 6.3779 -3.2635 -0.38
P -16.2189 6.1192 -1.5526 0.68
C -16.8002 4.3868 -1.2248 -0.18
C -14.4111 5.8583 -1.6014 -0.25
H -20.5030 5.6779 -2.5181 0.06
H -21.0558 6.5337 -1.1197 0.03
H -19.7697 5.3028 -0.9764 0.01
H -20.8271 8.3832 -3.1528 0.03
H -19.6677 9.6394 -3.0435 0.04
H -20.6692 9.2207 -1.6489 0.05
H -19.3980 7.6953 -4.9469 0.08
H -17.9990 7.1973 -6.7848 0.11
H -15.7916 6.1694 -6.5403 0.13
H -15.0184 5.5717 -4.2292 0.11
H -16.4134 4.0252 -0.3505 -0.02
H -16.5607 3.7930 -2.0956 0.06
H -17.8918 4.4694 -1.1504 0.03
H -14.0629 4.9818 -2.2081 0.07
H -14.0405 5.7907 -0.5623 0.02
H -13.9722 6.7428 -2.0883 0.04
O -18.9364 1.9908 2.7449 -0.01
C -18.4718 3.0577 2.5102 -0.98
S -16.7228 3.2540 2.4827 1.01
C -16.6908 4.9836 2.2119 -0.98
C -17.8901 5.5898 2.0539 -1.07
S -18.3405 7.3112 1.7211 0.47
S -19.3151 4.6016 2.1342 0.96
S -15.0908 5.7295 2.2473 0.87
C -18.4975 10.6451 1.9103 -0.16
C -17.5484 11.3109 0.9346 -0.51
C -18.3970 12.0406 -0.1139 -0.11
P -16.3798 10.0379 0.2133 0.90
C -15.6603 10.7422 -1.3506 -0.53
C -16.5970 10.5150 -2.4978 -0.14
C -14.3491 10.0095 -1.6797 -0.11
C -15.0124 10.0257 1.4128 -0.54
C -15.3148 9.4011 2.7670 -0.12
C -14.3076 11.3840 1.6531 -0.09
H -18.9383 11.3579 2.6078 0.09
H -17.9879 9.8668 2.4945 0.01
H -19.3329 10.1511 1.3253 0.08
H -16.9323 12.0619 1.4460 0.11
H -18.9747 11.3354 -0.7081 0.06
H -17.8332 12.7484 -0.7017 0.07
H -19.0957 12.7226 0.4044 0.10
H -15.4316 11.7715 -1.2378 0.10
H -16.8823 9.4814 -2.5836 0.02
H -16.0737 10.7931 -3.4177 0.09
H -17.4801 11.1952 -2.4687 0.08
H -14.3724 8.9764 -1.4054 0.03
H -13.4837 10.3954 -1.1207 0.09
H -14.1273 10.0823 -2.7353 0.08
H -14.2929 9.3973 0.8517 0.10
H -15.9015 10.0168 3.4701 0.10
H -14.4306 9.2177 3.2314 0.04
H -15.8542 8.4556 2.6333 0.00
H -14.8583 12.0773 2.3593 0.10
H -14.1096 11.9641 0.8067 0.04
H -13.3040 11.1728 2.0507 0.09
C -12.3983 3.7132 2.9476 -0.05
C -12.8267 5.0095 3.6930 -0.44
C -12.2184 6.2810 3.1177 -0.09
C -14.3845 5.0870 3.8164 -0.39
H -11.3484 3.6153 3.0705 0.07
H -12.6910 3.6654 1.9303 0.06
H -12.8738 2.8749 3.4292 0.08
H -12.5277 4.9333 4.7250 0.13
H -12.1646 6.2578 2.0543 0.06
H -11.2163 6.3653 3.4733 0.08
H -12.7741 7.1769 3.4090 0.07
H -14.7905 4.1604 4.0441 0.02
H -14.6375 5.7454 4.6147 0.08
```

***

Density functional theory data (ωB97M-V with the def2-TZVPD basis set) for a molecular structure, C34H50P2Tl.

Output
charge: +1
E_HOMO (spin up / spin down): -9.0 / -9.1 eV
frontier orbital gap (spin up / spin down): 5.51 / 5.58 eV

```
87
Properties=species:S:1:pos:R:3:lowdin_charge:R:1
Tl -1.8552 0.2792 -2.7842 0.92
C -0.6080 -2.3130 1.0341 -0.20
C 0.7358 -2.4185 0.5723 -0.20
C 0.7217 -0.9941 2.3794 -0.22
C -0.6166 -1.4260 2.1490 -0.17
C 1.5511 -1.5883 1.3922 -0.17
C -1.7817 -2.9902 0.4625 -0.05
H -1.4864 -3.9056 -0.0619 0.08
H -2.3197 -2.3510 -0.2552 0.07
H -2.4893 -3.2655 1.2535 0.08
C -1.8105 -1.0193 2.9109 -0.02
H -2.5871 -1.7903 2.8556 0.08
H -2.2410 -0.0835 2.5233 0.08
H -1.5660 -0.8495 3.9672 0.09
C 1.1831 -0.0939 3.4518 -0.06
H 0.5048 -0.1252 4.3147 0.07
H 1.2461 0.9542 3.1187 0.07
H 2.1862 -0.3855 3.7932 0.08
C 3.0024 -1.3635 1.2445 -0.02
H 3.4929 -1.3232 2.2257 0.09
H 3.2138 -0.4120 0.7316 0.08
H 3.4623 -2.1657 0.6574 0.08
C 1.2196 -3.2673 -0.5343 -0.06
H 1.6647 -4.2072 -0.1641 0.10
H 1.9974 -2.7535 -1.1192 0.08
H 0.3994 -3.5394 -1.2095 0.06
C -2.0523 1.2491 -5.6962 -0.31
C -2.2204 -0.0255 -6.4229 -0.44
C -1.0006 -0.7863 -6.9539 -0.16
C -0.0650 -1.2299 -5.8074 -0.18
C -0.4363 -0.5754 -4.4376 -0.32
C 0.3633 0.7933 -4.1981 -0.28
C 0.5035 1.5634 -5.5549 -0.15
C -0.8553 2.0356 -6.0987 -0.22
H -0.3886 -0.2120 -7.6403 0.11
H 0.9419 -0.9600 -6.1095 0.11
H -1.3659 -1.6529 -7.4938 0.12
H -0.8099 2.1349 -7.1969 0.12
H -2.9483 1.8790 -5.6047 0.09
H -3.1670 -0.1008 -7.0357 0.15
H -1.0301 3.0799 -5.7572 0.12
H 1.1221 2.4590 -5.3998 0.11
H 1.3562 0.4048 -3.9548 0.14
H 1.0373 0.9757 -6.3092 0.10
H -0.0752 -2.3219 -5.7166 0.11
H -0.1448 -1.3522 -3.7169 0.09
P -2.5995 -0.8084 -4.9341 0.80
P 2.6844 2.2697 -1.8233 0.84
C 0.0461 1.9496 -3.1650 -0.36
C 1.1604 2.9328 -2.7776 -0.34
H -0.3278 1.6536 -2.1414 0.00
H -0.7184 2.6269 -3.6132 0.10
H 1.4754 3.5218 -3.6491 0.08
H 0.7295 3.6462 -2.0586 0.06
C 2.7181 3.4869 -0.4779 -0.31
H 3.4364 3.1184 0.2813 0.04
H 1.7242 3.6108 -0.0191 0.03
H 3.0716 4.4397 -0.9160 0.05
C 4.0075 2.9301 -2.8823 -0.33
H 3.9125 4.0352 -2.9285 0.05
H 3.9589 2.4693 -3.8910 0.04
H 4.9415 2.6249 -2.3733 0.04
C -4.0652 0.0008 -4.2285 -0.28
H -4.5820 -0.7651 -3.6132 0.07
H -4.6649 0.3232 -5.0910 0.09
H -3.9377 0.9119 -3.5965 0.01
C -2.7702 -2.5586 -4.8285 -0.17
H -1.8290 -3.0505 -4.5086 0.07
H -3.1028 -2.9145 -5.8229 0.09
H -3.5598 -2.7306 -4.0585 0.07
C -1.9307 3.9911 4.2324 -0.07
C -1.3190 2.7595 3.8829 -0.06
C -1.1145 2.4479 2.5439 -0.05
C -1.5274 3.3207 1.5147 -0.18
C -1.3997 3.0220 0.1678 0.09
C -1.8541 3.8254 -0.8425 -0.11
C -2.4496 5.0910 -0.4730 -0.07
C -2.5877 5.4603 0.8410 -0.04
C -2.1564 4.5912 1.8888 -0.15
C -2.3313 4.8877 3.2567 -0.03
H -2.0891 4.2282 5.2896 0.11
H -1.0084 2.0668 4.6695 0.11
H -0.6409 1.5050 2.2377 0.09
H -1.7880 3.5457 -1.8881 0.07
H -2.7910 5.7655 -1.2767 0.11
H -3.0422 6.4140 1.1223 0.12
H -2.8030 5.8368 3.5233 0.12
```

***

Number 1: E -3800.79872 hartree. Number 2: E -2180.14130 hartree.